No. 1
{"formula": "C12H15N2Se", "method": "ωB97M-V with the def2-TZVPD basis set", "charge": 1, "energy_ev": -81002.3637, "species": ["C", "C", "C", "C", "C", "C", "C", "C", "C", "C", "C", "C", "N", "N", "Se", "H", "H", "H", "H", "H", "H", "H", "H", "H", "H", "H", "H", "H", "H", "H"], "xyz": [[-3.016476, 0.767858, -1.129596], [-2.856439, 0.594452, 0.272851], [-2.233327, 0.087838, -1.991607], [-1.933637, -0.291871, 0.700838], [-1.219367, -0.813782, -1.525644], [0.752760, 1.858091, 0.830015], [0.851681, 1.632679, -0.498660], [2.007732, 0.147152, 0.671762], [-1.064070, -0.974296, -0.176186], [1.436293, 1.102187, 3.008383], [2.266020, -0.194130, -1.638417], [0.423797, -3.392881, -0.531495], [1.406819, 1.028373, 1.558476], [1.766727, 0.516388, -0.610523], [0.304851, -2.002289, 0.635631], [-3.734164, 1.458002, -1.581238], [-3.753925, 0.965847, 0.863564], [-2.537006, 0.078855, -3.014874], [-1.846915, -0.450568, 1.745865], [-0.543768, -1.083947, -2.351595], [0.025167, 2.532127, 1.195375], [0.582858, 2.079631, -1.515656], [2.721322, -0.563186, 0.930685], [1.076085, 0.154358, 3.473515], [2.423460, 1.381625, 3.277574], [0.843804, 1.843357, 3.360819], [2.936076, -1.058608, -1.521628], [1.943681, 0.024501, -2.632621], [1.303316, -4.002128, -0.442126], [-0.333357, -3.425634, -1.363481]], "forces_ev_per_a": [[-0.36, 0.93, 0.82], [-3.01, 0.79, -1.39], [0.75, -1.75, 0.39], [0.79, -0.43, 0.32], [-0.38, 1.62, -1.70], [-3.42, 3.19, -3.44], [1.49, -0.76, -3.03], [-0.43, 1.24, 0.96], [-0.20, 0.46, 0.18], [1.27, -3.29, -0.51], [0.25, -0.52, -0.96], [-0.90, 0.46, -1.18], [2.12, -3.24, 0.06], [-0.41, 0.56, 2.17], [-0.49, -0.64, 0.56], [-0.09, -0.29, 0.59], [1.86, -0.21, -0.15], [0.49, 0.27, -0.76], [0.08, -0.41, 0.88], [-0.14, -0.83, 0.91], [-0.20, 0.78, 0.71], [-0.10, -0.36, 2.25], [1.02, -0.86, 0.47], [0.63, 0.59, -0.40], [1.02, -0.25, 0.64], [-2.13, 2.37, 0.55], [-0.47, 0.72, 0.51], [-0.18, 0.38, -0.27], [-0.04, -0.33, -0.18], [1.17, -0.20, 1.00]]}



No. 2
{"formula": "C4H12N2", "method": "ωB97M-V with the def2-TZVPD basis set", "energy_ev": -7318.9505, "species": ["C", "C", "C", "H", "H", "H", "H", "H", "H", "H", "H", "N", "C", "N", "H", "H", "H", "H"], "xyz": [[1.344682, 0.209794, 0.225243], [1.679280, -1.062012, -0.516119], [0.749744, 1.314630, -0.431638], [1.956578, 0.412907, 1.101042], [0.124281, -0.248798, 1.020642], [0.949066, -1.253136, -1.303826], [1.703905, -1.930850, 0.146251], [2.666520, -0.984088, -0.986333], [-0.507496, 1.252308, -0.100755], [0.635785, 1.241129, -1.512364], [1.022651, 2.307514, -0.079889], [-2.003307, -0.094995, -0.854691], [-1.101476, -0.166283, 1.287035], [-1.659049, 0.634043, 0.323485], [-2.231050, -1.062717, -0.641959], [-2.819459, 0.348506, -1.257596], [-1.099752, 0.296263, 2.272448], [-1.410900, -1.214213, 1.309023]], "forces_ev_per_a": [[-0.28, 0.21, -0.12], [0.00, -0.02, -0.01], [0.31, -0.22, 0.06], [-0.04, 0.00, -0.02], [0.11, 0.00, -0.06], [0.02, 0.03, 0.03], [-0.01, 0.06, -0.02], [-0.07, 0.02, 0.05], [-0.32, -0.21, 0.14], [-0.02, -0.03, 0.03], [-0.04, -0.05, 0.01], [0.14, 0.00, 0.04], [-0.13, 0.15, -0.22], [0.28, -0.01, 0.06], [0.00, 0.10, 0.06], [0.03, -0.05, 0.06], [0.01, -0.02, -0.03], [0.03, 0.05, -0.06]]}



No. 3
{"formula": "C2H6NS", "method": "ωB97M-V with the def2-TZVPD basis set", "charge": -1, "energy_ev": -14496.6389, "species": ["S", "H", "C", "C", "N", "H", "H", "H", "H", "H"], "xyz": [[-0.649848, 0.343760, -2.047097], [-1.001834, -0.212024, -3.237465], [1.624771, -0.433411, 1.377591], [-0.583761, 0.200178, 1.412873], [0.291863, -0.530146, 1.950749], [1.943172, -1.453157, 1.183152], [1.734345, 0.125960, 0.444533], [2.240899, -0.018406, 2.180799], [-1.635587, 0.104834, 1.654585], [-0.345640, 0.752031, 0.500085]], "forces_ev_per_a": [[-0.10, -0.17, -0.39], [0.12, 0.19, 0.37], [0.01, -0.28, 0.63], [0.18, -0.49, -1.20], [-0.27, 0.23, 0.15], [0.29, -0.13, 0.01], [-0.32, 0.22, 0.07], [0.35, -0.03, -0.28], [-0.06, 0.14, 0.50], [-0.20, 0.34, 0.15]]}



No. 4
{"formula": "C7H18B2N3S2", "method": "ωB97M-V with the def2-TZVPD basis set", "smiles": "CN1CCN(C)B1[C@H]1CSB(C[NH3+])S1", "charge": 1, "energy_ev": -35039.4354, "species": ["C", "N", "C", "C", "N", "C", "B", "C", "C", "S", "B", "C", "N", "S", "H", "H", "H", "H", "H", "H", "H", "H", "H", "H", "H", "H", "H", "H", "H", "H", "H", "H"], "xyz": [[0.437156, 3.572105, -0.219534], [1.150296, 2.449523, 0.278469], [2.513867, 2.651097, 0.834001], [3.018647, 1.206035, 1.060935], [1.931715, 0.251086, 0.664754], [2.320112, -1.078867, 0.544289], [0.856776, 1.072553, 0.239503], [-0.575014, 0.460334, 0.050596], [-1.154633, 0.374125, -1.450500], [-2.636016, -0.688471, -1.637605], [-2.063886, -1.655603, -0.206050], [-2.870380, -3.077694, 0.247678], [-3.574929, -3.754933, -0.889968], [-0.752781, -1.152492, 0.854004], [-0.523769, 3.142287, -0.713231], [0.213670, 4.399915, 0.624186], [1.132585, 4.203246, -0.946184], [2.385919, 3.127556, 1.831100], [3.147945, 3.103177, 0.020090], [3.913108, 1.011747, 0.480405], [3.225774, 1.032098, 2.091612], [2.991103, -1.380906, -0.334895], [2.988437, -1.554514, 1.361076], [1.541417, -1.848783, 0.535098], [-1.335711, 1.074381, 0.533388], [-1.378946, 1.420152, -1.916547], [-0.296709, 0.015965, -2.088173], [-2.018360, -3.652697, 0.398298], [-3.508798, -3.140524, 1.195657], [-3.147347, -4.753837, -0.900374], [-3.277380, -3.196693, -1.777416], [-4.653869, -3.631369, -0.764662]], "forces_ev_per_a": [[-0.38, 2.24, -0.12], [0.96, -0.55, 0.35], [-0.75, -0.98, -0.73], [-0.44, -0.41, -0.57], [0.79, 2.48, 0.32], [2.43, -4.07, -0.11], [-0.16, -0.51, 0.29], [-2.21, 0.53, -2.09], [2.21, 1.74, -0.88], [1.03, -0.25, 1.07], [-2.25, -1.17, 0.86], [-0.39, 2.18, 0.66], [-0.38, 0.24, -1.08], [-0.70, -0.15, -0.47], [1.57, 1.45, 0.72], [0.03, -1.99, -1.64], [-1.63, -1.45, 0.90], [0.68, 0.46, -0.99], [-0.48, 0.37, 1.38], [0.24, -0.12, -0.11], [0.41, -0.12, 0.84], [-0.91, 1.02, 0.45], [-0.93, 1.57, -0.40], [-0.19, 0.71, -0.26], [0.23, 0.22, 0.44], [0.17, -1.76, 1.21], [-1.12, -0.12, 0.38], [1.43, -1.46, 0.73], [0.93, 0.46, -1.48], [-1.92, 1.87, -0.53], [-0.74, -1.43, 1.41], [2.46, -0.99, -0.57]]}



No. 5
{"formula": "C7H11NO", "method": "ωB97M-V with the def2-TZVPD basis set", "smiles": "CC(C)(C)N=C=O.C#C", "energy_ev": -10971.6732, "species": ["C", "C", "C", "C", "N", "C", "O", "H", "H", "H", "H", "H", "H", "H", "H", "H", "C", "C", "H", "H"], "xyz": [[-0.984438, -0.771410, -0.774743], [-0.486376, 0.414879, 0.071371], [-0.891559, 0.228997, 1.504343], [-1.167868, 1.770735, -0.392257], [0.923421, 0.574709, -0.197140], [1.957838, 0.947347, 0.167459], [3.080974, 1.254395, 0.376594], [-0.379067, -0.806528, -1.632091], [-0.734805, -1.688584, -0.170088], [-2.001483, -0.589044, -0.864341], [-1.967270, -0.093281, 1.489255], [-0.711730, 1.101123, 2.002780], [-0.261719, -0.645485, 1.822922], [-1.082039, 1.872012, -1.540173], [-2.211008, 1.823441, -0.152833], [-0.769793, 2.592043, 0.160446], [1.830537, -2.332857, -0.024080], [2.138180, -1.557064, -0.840187], [1.478565, -3.099510, 0.720024], [2.239648, -0.995912, -1.727253]], "forces_ev_per_a": [[2.03, -0.23, 2.92], [-1.24, 1.64, -1.70], [0.15, -3.88, -1.43], [0.49, -1.37, -2.13], [-3.34, -0.31, -0.06], [3.75, 1.35, 0.91], [-0.63, -0.07, 0.12], [0.09, -0.13, -1.55], [-0.65, 0.67, -0.81], [-1.97, -0.33, -0.76], [0.98, 0.50, 0.33], [0.33, 2.04, 1.92], [-0.69, 0.87, 0.53], [0.10, 0.19, 1.87], [-0.81, -0.54, 0.07], [0.84, 0.68, 0.00], [-1.42, -3.98, 3.83], [0.75, 1.02, -2.74], [0.82, 1.48, -1.23], [0.43, 0.39, -0.09]]}



No. 6
{"formula": "C6H8", "method": "ωB97M-V with the def2-TZVPD basis set", "energy_ev": -6346.3965, "species": ["C", "C", "C", "C", "C", "C", "H", "H", "H", "H", "H", "H", "H", "H"], "xyz": [[0.437316, -0.366833, -2.132122], [-0.825949, -0.375737, 0.159609], [0.516139, -0.783118, 0.640059], [-0.195913, 0.295645, -0.954052], [-0.151145, 1.014737, 2.459286], [-0.085696, 0.154539, 1.451857], [-1.813190, -0.818030, 0.255438], [1.009936, -1.726782, 0.821554], [-0.354040, 1.369332, -1.060857], [-0.164001, -0.169473, -3.028982], [0.530756, -1.442939, -1.984272], [1.430825, 0.040789, -2.345024], [-1.067382, 1.541284, 2.686728], [0.732344, 1.266586, 3.030778]], "forces_ev_per_a": [[-0.25, -0.12, -0.27], [-0.51, -0.18, 1.31], [-0.10, 0.70, -1.25], [0.93, -0.79, 0.94], [0.03, -0.10, -0.23], [-1.00, 0.88, -0.68], [0.16, -0.27, -0.08], [0.28, 0.07, -0.37], [0.66, 0.12, 0.44], [-0.01, -0.11, 0.02], [-0.05, 0.03, -0.07], [-0.12, -0.03, 0.10], [0.01, 0.04, -0.08], [-0.03, -0.24, 0.20]]}